Computed, not measured: a molecular structure, C38H33CsFN7O5, with ωB97M-V with the def2-TZVPD basis set.

Each line ends with the Mulliken charge.
CARTESIAN COORDINATES (ANGSTROEM)
1 Cs 1.159 -0.370 -1.105  1.20
2 O 2.811 -2.432 -2.248  -0.62
3 C 3.739 -1.981 -1.497  -1.30
4 N 4.441 -0.917 -1.717  -0.60
5 C 5.383 -0.444 -0.796  0.39
6 C 6.566 -1.157 -0.594  0.08
7 C 7.562 -0.708 0.268  -0.65
8 C 7.377 0.494 0.932  -0.67
9 C 6.218 1.236 0.728  -0.48
10 C 5.194 0.806 -0.129  -0.17
11 N 3.998 1.474 -0.374  -0.08
12 C 3.831 2.739 -0.067  0.18
13 O 4.558 3.563 0.546  -0.85
14 C 2.495 3.333 -0.553  0.52
15 C 2.002 4.476 0.084  -0.56
16 C 0.823 5.047 -0.355  -0.23
17 C 0.166 4.480 -1.441  -0.52
18 C 0.737 3.362 -2.021  -0.31
19 N 1.864 2.794 -1.598  -0.34
20 C 3.914 -2.813 -0.237  1.65
21 C 4.225 -4.170 -0.351  -0.62
22 C 4.353 -4.935 0.789  -0.40
23 C 4.141 -4.330 2.025  -0.43
24 C 3.811 -2.986 2.037  -0.55
25 N 3.703 -2.230 0.945  -0.30
26 H 6.700 -2.089 -1.134  0.41
27 H 8.464 -1.296 0.406  0.34
28 H 8.139 0.869 1.609  0.33
29 H 6.077 2.182 1.230  0.42
30 H 2.579 4.883 0.903  0.43
31 H 0.416 5.920 0.144  0.41
32 H -0.765 4.884 -1.822  0.38
33 H 0.266 2.893 -2.882  0.41
34 H 4.352 -4.594 -1.339  0.47
35 H 4.608 -5.986 0.724  0.38
36 H 4.226 -4.887 2.949  0.39
37 H 3.625 -2.476 2.977  0.38
38 C -6.796 1.009 0.841  -1.71
39 C -5.942 1.681 1.910  0.53
40 C -6.434 3.104 2.137  -1.05
41 C -5.600 3.801 3.198  -1.05
42 C -4.148 3.758 2.808  1.16
43 C -3.271 4.736 3.226  -0.81
44 C -1.934 4.674 2.864  0.14
45 F -1.114 5.661 3.303  -0.39
46 C -1.441 3.663 2.088  -1.15
47 C -2.315 2.662 1.654  0.27
48 C -1.748 1.569 0.817  0.46
49 O -0.605 1.665 0.398  -0.54
50 C -2.664 0.456 0.594  0.13
51 C -3.961 0.613 0.929  -0.19
52 N -4.519 1.699 1.548  0.32
53 C -3.672 2.706 2.004  -0.43
54 C -2.276 -0.931 0.036  0.01
55 O -3.198 -1.558 -0.534  -0.82
56 O -1.103 -1.281 0.253  -0.74
57 H -7.848 1.157 1.091  0.44
58 H -6.625 -0.062 0.762  0.51
59 H -6.603 1.457 -0.135  0.37
60 H -6.055 1.127 2.853  0.10
61 H -7.485 3.066 2.429  0.38
62 H -6.371 3.652 1.192  0.32
63 H -5.744 3.300 4.161  0.31
64 H -5.920 4.837 3.329  0.42
65 H -3.618 5.558 3.841  0.47
66 H -0.402 3.612 1.786  0.84
67 H -4.626 -0.200 0.679  0.50
68 N -1.255 -1.369 -5.389  -0.71
69 C -1.181 -2.242 -4.629  0.63
70 N -1.134 -3.278 -3.811  0.07
71 C -2.364 -3.670 -3.097  -0.39
72 C -2.146 -5.064 -2.531  -0.78
73 C -1.046 -5.049 -1.458  -0.79
74 C -0.006 -3.957 -1.744  0.95
75 C 0.160 -3.710 -3.233  -1.01
76 H -3.180 -3.662 -3.823  0.46
77 H -2.602 -2.961 -2.298  0.10
78 H -1.868 -5.729 -3.356  0.35
79 H -3.085 -5.438 -2.119  0.41
80 H -0.571 -6.032 -1.399  0.35
81 H -1.495 -4.848 -0.483  0.29
82 H 0.972 -4.200 -1.328  -0.01
83 H -0.332 -3.035 -1.263  -0.59
84 H 0.489 -4.629 -3.732  0.05
85 H 0.921 -2.951 -3.403  0.72

Lowest unoccupied orbital energy, eV: 3.44
Charge: -2
Energy relative to the best compared isomer or geometry (same formula, charge and spin), kcal per mole: 0.0



Computed, not measured: a molecular structure, C38H33CuN6O4PS2, with ωB97M-V with the def2-TZVPD basis set.

Each line ends with the Löwdin spin population.
CARTESIAN COORDINATES (ANGSTROEM)
1 Cu -0.036 -0.042 0.045  0.69
2 O 0.298 0.318 4.052  0.01
3 C 0.817 0.030 2.984  0.01
4 O 0.168 -0.353 1.942  0.06
5 C 2.342 0.055 2.912  0.00
6 C 3.012 0.195 4.128  0.00
7 C 4.392 0.188 4.191  0.00
8 C 5.136 0.046 3.026  0.00
9 C 4.487 -0.085 1.814  0.00
10 C 3.091 -0.085 1.742  0.01
11 P 2.354 -0.192 0.072  0.07
12 C 3.312 -1.588 -0.609  0.01
13 C 4.227 -1.522 -1.651  0.01
14 C 4.852 -2.679 -2.097  0.00
15 C 4.574 -3.902 -1.508  0.00
16 C 3.679 -3.971 -0.449  0.00
17 C 3.054 -2.820 -0.005  0.00
18 C 3.011 1.336 -0.673  0.00
19 C 3.228 2.449 0.143  0.00
20 C 3.627 3.658 -0.405  0.00
21 C 3.826 3.770 -1.773  0.00
22 C 3.603 2.673 -2.591  0.00
23 C 3.183 1.466 -2.052  0.00
24 H 2.409 0.305 5.019  0.00
25 H 4.891 0.292 5.146  0.00
26 H 6.218 0.042 3.064  0.00
27 H 5.064 -0.186 0.901  0.00
28 H 4.468 -0.577 -2.116  0.00
29 H 5.558 -2.620 -2.915  0.00
30 H 5.061 -4.798 -1.870  0.00
31 H 3.464 -4.920 0.025  0.00
32 H 2.377 -2.860 0.842  0.00
33 H 3.079 2.367 1.212  0.00
34 H 3.783 4.513 0.240  0.00
35 H 4.150 4.711 -2.200  0.00
36 H 3.739 2.757 -3.662  0.00
37 H 2.978 0.635 -2.710  0.00
38 C -4.964 -1.511 -6.204  0.00
39 C -3.680 -1.359 -5.436  0.00
40 C -2.448 -1.504 -6.069  0.00
41 C -1.264 -1.403 -5.355  0.00
42 C -1.315 -1.154 -3.994  0.00
43 C -2.527 -0.981 -3.347  0.00
44 C -3.703 -1.088 -4.069  0.00
45 S 0.190 -1.083 -3.043  0.01
46 O 1.268 -0.826 -3.965  0.01
47 O 0.280 -2.348 -2.342  0.00
48 N -0.021 0.099 -1.954  0.06
49 C -0.103 1.416 -2.412  0.00
50 C -0.185 1.815 -3.740  0.00
51 C -0.189 3.168 -4.105  0.00
52 C -0.130 4.165 -3.174  0.00
53 C -0.112 3.822 -1.809  0.00
54 C -0.097 4.785 -0.777  0.00
55 C -0.134 4.392 0.530  0.00
56 C -0.176 3.019 0.819  0.00
57 N -0.155 2.101 -0.116  0.00
58 C -0.121 2.457 -1.424  0.00
59 H -4.820 -1.286 -7.260  0.00
60 H -5.738 -0.854 -5.808  0.00
61 H -5.326 -2.538 -6.123  0.00
62 H -2.417 -1.693 -7.135  0.00
63 H -0.299 -1.509 -5.834  0.00
64 H -2.537 -0.729 -2.294  0.00
65 H -4.652 -0.947 -3.565  0.00
66 H -0.204 1.075 -4.521  0.00
67 H -0.228 3.416 -5.159  0.00
68 H -0.117 5.208 -3.464  0.00
69 H -0.068 5.835 -1.043  0.00
70 H -0.146 5.112 1.336  0.00
71 H -0.229 2.662 1.842  0.00
72 C -1.422 -5.308 0.025  0.00
73 C -2.257 -4.088 0.089  0.00
74 N -3.542 -4.021 0.012  0.00
75 N -3.820 -2.684 0.090  0.00
76 C -2.730 -1.909 0.204  0.00
77 S -2.619 -0.250 0.257  0.03
78 N -1.715 -2.824 0.223  0.00
79 N -0.395 -2.471 0.315  0.00
80 H -2.056 -6.174 -0.142  0.00
81 H -0.869 -5.443 0.956  0.00
82 H -0.703 -5.220 -0.791  0.00
83 H -4.770 -2.361 0.064  0.00
84 H 0.146 -2.756 -0.497  0.00
85 H -0.003 -2.640 1.229  0.00

Lowest unoccupied orbital energy (spin up / spin down), eV: 0.17 / -0.48
Charge: 0
Energy relative to the best compared isomer or geometry (same formula, charge and spin), kcal per mole: 3.0
2S+1: 2



Computed, not measured: a molecular structure, C38H33F5N3O5S3SiTa, with ωB97M-V with the def2-TZVPD basis set.

Each line ends with the Löwdin spin population.
CARTESIAN COORDINATES (ANGSTROEM)
1 Ta 1.189 -0.316 -0.342  0.54
2 C -0.122 2.632 3.252  0.00
3 N 0.517 2.648 1.949  0.00
4 C 1.944 2.928 2.013  0.00
5 C 2.692 1.919 2.856  0.00
6 N 2.623 0.512 2.369  0.01
7 C 1.759 -0.309 3.230  0.01
8 C 3.939 -0.075 2.275  0.00
9 C 4.696 -0.231 3.436  0.00
10 C 5.978 -0.750 3.403  0.00
11 C 6.522 -1.124 2.180  0.00
12 C 5.780 -0.978 1.021  0.00
13 C 4.483 -0.449 1.045  0.00
14 S 3.679 -0.237 -0.507  0.00
15 C -0.202 3.358 0.949  0.00
16 C -1.192 4.274 1.312  0.00
17 C -1.977 4.921 0.365  0.00
18 C -1.776 4.668 -0.979  0.00
19 C -0.778 3.775 -1.356  0.00
20 C 0.014 3.109 -0.423  0.00
21 S 1.301 2.057 -1.066  0.02
22 H 0.010 3.571 3.816  0.00
23 H 0.280 1.830 3.862  0.00
24 H -1.189 2.451 3.133  0.00
25 H 2.136 3.933 2.431  0.00
26 H 2.352 2.904 1.009  0.00
27 H 2.348 1.958 3.895  0.00
28 H 3.732 2.238 2.864  0.00
29 H 2.026 -0.211 4.294  0.00
30 H 1.843 -1.351 2.942  0.01
31 H 0.719 -0.017 3.102  0.00
32 H 4.265 0.072 4.386  0.00
33 H 6.549 -0.854 4.318  0.00
34 H 7.524 -1.534 2.130  0.00
35 H 6.195 -1.268 0.063  0.00
36 H -1.365 4.489 2.359  0.00
37 H -2.741 5.618 0.690  0.00
38 H -2.389 5.150 -1.733  0.00
39 H -0.608 3.557 -2.405  0.00
40 S 0.736 -3.075 1.398  0.25
41 C 0.086 -1.667 0.887  0.10
42 C 3.169 -3.492 -1.219  0.00
43 Si 1.827 -2.412 -1.969  0.00
44 C 2.534 -1.942 -3.644  0.00
45 C 0.367 -3.578 -2.277  0.00
46 C 0.241 -4.789 -1.587  0.00
47 C -0.881 -5.603 -1.741  0.00
48 C -1.914 -5.217 -2.587  0.00
49 C -1.801 -4.030 -3.304  0.00
50 C -0.669 -3.236 -3.155  0.00
51 H 3.316 -4.380 -1.852  0.00
52 H 2.927 -3.819 -0.205  0.00
53 H 4.107 -2.931 -1.179  0.00
54 H 3.178 -2.758 -3.999  0.00
55 H 3.143 -1.034 -3.562  0.00
56 H 1.761 -1.760 -4.397  0.00
57 H 1.028 -5.103 -0.907  0.00
58 H -0.949 -6.536 -1.192  0.00
59 H -2.798 -5.837 -2.693  0.00
60 H -2.597 -3.717 -3.971  0.00
61 H -0.594 -2.328 -3.744  0.00
62 F -3.172 1.090 -6.132  0.00
63 C -2.557 0.726 -4.996  0.00
64 C -3.276 0.249 -3.927  0.00
65 F -4.612 0.147 -4.020  0.00
66 C -2.635 -0.127 -2.766  0.00
67 F -3.396 -0.575 -1.753  0.00
68 C -1.246 -0.081 -2.591  0.00
69 O -0.750 -0.510 -1.451  0.02
70 C -0.553 0.414 -3.709  0.00
71 F 0.779 0.484 -3.706  0.00
72 C -1.188 0.809 -4.873  0.00
73 F -0.465 1.265 -5.902  0.00
74 O -1.272 -1.448 1.245  0.00
75 C -1.651 -0.189 1.046  0.01
76 O -0.896 0.702 0.756  0.00
77 C -3.100 0.049 1.291  0.00
78 C -4.030 -0.976 1.227  0.00
79 C -5.373 -0.698 1.446  0.00
80 C -5.777 0.594 1.742  0.00
81 C -4.824 1.587 1.795  0.00
82 C -3.490 1.348 1.559  0.00
83 N -5.258 2.983 2.123  0.00
84 O -4.400 3.822 2.253  0.00
85 O -6.447 3.183 2.243  0.00
86 H -3.699 -1.978 0.982  0.00
87 H -6.108 -1.491 1.381  0.00
88 H -6.812 0.841 1.928  0.00
89 H -2.766 2.156 1.570  0.00

Lowest unoccupied orbital energy (spin up / spin down), eV: 1.35 / 1.35
Charge: -1
2S+1: 2



Computed, not measured: a molecular structure, C38H33N2PTi, with ωB97M-V with the def2-TZVPD basis set.

Each line ends with the Löwdin spin population.
CARTESIAN COORDINATES (ANGSTROEM)
1 Ti -0.398 -1.142 1.406  0.94
2 C -0.664 -2.814 3.059  0.00
3 C 0.717 -2.554 2.918  0.00
4 C 0.962 -1.225 3.342  0.01
5 C -0.273 -0.664 3.730  -0.01
6 C -1.278 -1.645 3.553  0.00
7 H -1.156 -3.746 2.830  0.00
8 H 1.462 -3.247 2.559  0.00
9 H 1.925 -0.743 3.404  0.00
10 H -0.432 0.342 4.090  0.00
11 H -2.325 -1.520 3.773  0.00
12 C -0.613 -0.438 -2.719  0.00
13 C -1.388 0.843 -2.563  0.00
14 C -2.243 1.237 -3.590  0.00
15 C -2.973 2.407 -3.513  0.00
16 C -2.857 3.220 -2.393  0.00
17 C -2.021 2.840 -1.360  0.00
18 C -1.280 1.655 -1.427  0.00
19 P -0.234 1.204 0.015  0.01
20 C 1.318 2.138 -0.251  0.00
21 C 1.624 2.505 -1.566  0.00
22 C 2.839 3.081 -1.895  0.00
23 C 3.781 3.305 -0.903  0.00
24 C 3.492 2.943 0.402  0.00
25 C 2.278 2.353 0.752  0.00
26 C 2.073 1.993 2.201  0.00
27 C -1.156 1.892 1.409  0.00
28 C -0.918 3.130 2.008  0.00
29 C -1.657 3.518 3.109  0.00
30 C -2.653 2.666 3.597  0.00
31 C -2.913 1.457 2.980  0.00
32 C -2.180 1.040 1.861  0.00
33 C -2.394 -0.273 1.197  -0.01
34 H -0.238 -0.537 -3.738  0.00
35 H -1.243 -1.307 -2.515  0.00
36 H 0.245 -0.472 -2.046  0.00
37 H -2.327 0.607 -4.469  0.00
38 H -3.629 2.688 -4.326  0.00
39 H -3.417 4.142 -2.324  0.00
40 H -1.947 3.469 -0.483  0.00
41 H 0.893 2.348 -2.348  0.00
42 H 3.042 3.361 -2.921  0.00
43 H 4.733 3.762 -1.140  0.00
44 H 4.225 3.117 1.181  0.00
45 H 3.009 1.652 2.648  0.00
46 H 1.318 1.221 2.339  0.00
47 H 1.742 2.859 2.777  0.00
48 H -0.149 3.778 1.603  0.00
49 H -1.475 4.473 3.583  0.00
50 H -3.237 2.963 4.459  0.00
51 H -3.707 0.819 3.351  0.00
52 H -2.660 -0.150 0.142  0.00
53 H -3.210 -0.812 1.681  0.00
54 C 3.757 -1.089 -0.539  0.00
55 C 2.692 -0.925 0.350  0.00
56 N 1.529 -1.532 0.203  0.01
57 C 1.374 -2.366 -0.849  0.00
58 C 2.383 -2.603 -1.788  0.00
59 C 3.602 -1.927 -1.612  0.00
60 C 2.129 -3.500 -2.881  0.00
61 C 0.935 -4.115 -3.012  0.00
62 C -0.120 -3.885 -2.065  0.00
63 C -1.391 -4.474 -2.163  0.00
64 C -2.350 -4.174 -1.228  0.00
65 C -2.039 -3.287 -0.196  0.00
66 N -0.850 -2.723 -0.075  0.01
67 C 0.102 -3.018 -0.989  0.00
68 H 4.676 -0.547 -0.365  0.00
69 H 2.786 -0.269 1.206  0.00
70 H 4.404 -2.078 -2.325  0.00
71 H 2.920 -3.671 -3.600  0.00
72 H 0.747 -4.790 -3.837  0.00
73 H -1.604 -5.153 -2.979  0.00
74 H -3.341 -4.603 -1.274  0.00
75 H -2.774 -3.014 0.550  0.00

Lowest unoccupied orbital energy (spin up / spin down), eV: -3.47 / -3.45
Charge: +1
Energy relative to the best compared isomer or geometry (same formula, charge and spin), kcal per mole: 0.0
2S+1: 2



E_tot (Ha)
-2347.51496, -4875.64576, -4048.73481, -2768.09016
Strongest force on any atom (eV/A)
0.9, 0.6, 1.8, 0.3